No. 1
ORCA calculation (ωB97M-V/def2-TZVPD) on a 2-piece molecular cluster, C2HO4S overall at a distorted geometry.

Geometry (Å):
S: 1.58757 0.84318 0.11631
O: 1.36072 2.32175 0.10830
O: 1.23246 -2.02862 -0.19849
O: -1.40598 1.45112 -0.01330
O: -0.96087 -2.01725 0.34269
C: 0.31003 -0.05988 -0.20673
C: 0.10837 -1.55337 0.01678
H: -2.23231 1.04307 -0.16556

Output
Orbital gap (spin up / spin down), eV: 7.8 / 7.8
Lowest unoccupied orbital energy (spin up / spin down), eV: 2.37 / 2.37
Total charge: -1
E_tot, eV: -21112.2778
HOMO level (spin up / spin down), eV: -5.41 / -5.41
Energy above the lowest of the compared OMol25 structures with the same formula, charge and spin, kcal per mole: 102.4
Spin multiplicity: 1
Strongest force on any atom, eV/Å: 3.795

=====

No. 2
ORCA calculation (ωB97M-V/def2-TZVPD) on C3H5O5Ru as an isolated structure at a distorted geometry.

Geometry (Å):
Ru: 0.28076 1.40405 -0.15263
O: 3.89247 0.60608 0.60306
O: 1.77118 1.20668 1.06058
O: -1.48400 1.21645 -0.66388
O: -1.25046 -2.08234 0.87017
O: 2.21705 0.41867 -0.90318
C: 2.70226 0.66564 0.37644
C: -1.89214 -0.09852 -0.59012
C: -1.35029 -0.76369 0.72192
H: -0.89381 -0.13085 1.49279
H: -1.53665 -0.71563 -1.43951
H: 2.87606 0.52000 -1.61049
H: -2.33589 -2.05826 0.80433
H: -2.99654 -0.18829 -0.56948

Output
Orbital gap (spin up / spin down), eV: 8.1 / 6.9
Lowest unoccupied orbital energy (spin up / spin down), eV: -4.33 / -8.49
Total charge: +1
E_tot, eV: -15996.7842
HOMO level (spin up / spin down), eV: -12.39 / -15.35
Energy above the lowest of the compared OMol25 structures with the same formula, charge and spin, kcal per mole: 9.0
Spin multiplicity: 7
Strongest force on any atom, eV/Å: 5.898

=====

No. 3
ORCA calculation (ωB97M-V/def2-TZVPD) on a 9-piece molecular cluster, H18O9 overall.

Geometry (Å):
O: 14.14960 -0.07831 -19.91398
O: 13.62674 2.96092 -19.26319
O: 10.29008 -1.48004 -19.75958
O: 16.43321 1.28427 -18.97304
O: 13.38429 0.76918 -17.52077
O: 11.79065 3.52492 -17.14172
O: 10.74933 0.82906 -18.44462
O: 14.02617 0.64041 -14.89355
O: 16.62401 2.60158 -16.26364
H: 14.01242 2.20515 -18.82014
H: 14.01073 1.14682 -14.08142
H: 16.70144 1.88583 -19.66760
H: 11.44201 2.89589 -16.51006
H: 13.94386 0.05670 -18.98895
H: 10.99982 -1.99133 -19.37087
H: 16.18784 2.10491 -16.95596
H: 12.98932 3.30606 -18.63804
H: 13.59201 -0.80960 -20.17958
H: 15.72727 0.76800 -19.36208
H: 11.32396 4.33891 -16.95237
H: 12.44486 0.64163 -17.65281
H: 10.58322 1.45241 -19.15180
H: 16.10046 3.39777 -16.17319
H: 10.48766 -0.57455 -19.52026
H: 13.46756 0.99874 -16.59524
H: 14.95161 0.44026 -15.03401
H: 10.47940 1.28983 -17.65024

Output
Orbital gap, eV: 9.9
SMILES string: O.O.O.O.O.O.O.O.O
Lowest unoccupied orbital energy, eV: -0.47
Total charge: 0
E_tot, eV: -18719.9467
HOMO level, eV: -10.36
Energy above the lowest of the compared OMol25 structures with the same formula, charge and spin, kcal per mole: 50.5
Spin multiplicity: 1
Strongest force on any atom, eV/Å: 0.892

=====

No. 4
ORCA calculation (ωB97M-V/def2-TZVPD) on one molecule with the formula C3H9O2PS at a distorted geometry.

Geometry (Å):
S: -1.31736 0.26485 -0.47445
P: -2.33126 -0.99507 1.25820
O: -2.84876 0.26343 2.03810
O: 0.94896 -0.45599 -1.94836
C: -0.40605 -0.21746 -2.15079
C: 1.75504 0.59326 -1.53999
C: -0.75054 -1.42182 2.20082
H: -0.60970 0.86713 -2.57751
H: -1.03551 -1.13834 3.24551
H: -0.87266 -0.92896 -2.99112
H: 2.81601 0.07804 -1.59354
H: 1.49765 0.94530 -0.58714
H: 1.74748 1.47925 -2.29819
H: 0.14074 -0.95500 1.77933
H: -2.30803 1.05327 2.09946
H: -0.62753 -2.45294 2.20586

Output
Orbital gap, eV: 9.2
SMILES string: COCSP(C)O
Lowest unoccupied orbital energy, eV: 0.62
Total charge: 0
E_tot, eV: -27474.1527
HOMO level, eV: -8.61
Energy above the lowest of the compared OMol25 structures with the same formula, charge and spin, kcal per mole: 64.0
Spin multiplicity: 1
Strongest force on any atom, eV/Å: 3.962

=====

No. 5
ORCA calculation (ωB97M-V/def2-TZVPD) on C8H26BF4O5Ti2 as an isolated structure at a distorted geometry.

Geometry (Å):
Ti: 3.13651 -5.03761 -2.18815
Ti: -0.74014 -5.39345 0.76138
F: -1.24958 -2.23650 -0.19989
F: -0.44579 -0.39620 0.26664
F: -0.67924 -2.03467 1.87164
F: 0.97722 -2.09616 0.18334
O: -0.23232 3.75974 -0.99987
O: 1.06850 -2.80952 -4.44990
O: 2.53084 -1.69578 4.77857
O: 3.82768 2.84088 0.43855
O: -4.68995 -0.08961 0.48966
C: 2.76014 -0.67196 6.91342
C: -5.44104 -0.09783 -1.83142
C: -0.10184 3.95271 -2.40869
C: 4.36836 1.92157 1.40968
C: -1.35435 3.59260 -3.17900
C: 1.00739 -2.78882 -5.84519
C: 2.29844 -1.92404 6.14053
C: -4.93729 0.77281 -0.64423
B: -0.27630 -1.70746 0.57106
H: 1.14257 -1.78961 -6.25919
H: 2.16350 -0.66644 7.82561
H: -5.00196 -1.09523 -1.85326
H: -6.48649 -0.38873 -1.72885
H: -1.21247 3.85828 -4.22656
H: -0.26117 2.80767 -0.88019
H: 2.89241 2.98291 0.60191
H: 1.20937 -1.96514 6.15857
H: -0.03015 -3.10718 -5.94644
H: 1.66634 -1.79058 4.37206
H: -2.18029 4.07506 -2.65637
H: -5.33316 0.40847 -2.79066
H: -1.57731 2.52600 -3.20685
H: 2.59475 -2.87977 6.57281
H: 3.81257 0.98816 1.32060
H: 3.77860 -0.55331 7.28322
H: 5.42960 1.77742 1.20695
H: 2.45881 0.25380 6.42323
H: 0.69990 3.38321 -2.87877
H: -3.79307 -0.42185 0.40706
H: 1.62784 -3.60428 -6.21688
H: 4.13302 2.34083 2.38791
H: 0.18352 -2.74679 -4.08320
H: 0.11747 5.01169 -2.54497
H: -5.80382 1.39426 -0.41834
H: -4.05759 1.34046 -0.94754

Output
Orbital gap (spin up / spin down), eV: 5.3 / 5.7
Lowest unoccupied orbital energy (spin up / spin down), eV: -5.92 / -5.51
Total charge: +1
E_tot, eV: -76719.1874
HOMO level (spin up / spin down), eV: -11.23 / -11.23
Spin multiplicity: 7
Strongest force on any atom, eV/Å: 4.879

=====

No. 6
ORCA calculation (ωB97M-V/def2-TZVPD) on C15H21N3O5W as an isolated structure at a distorted geometry.

Geometry (Å):
W: -0.00299 0.22036 -0.61953
O: 2.77098 2.17380 -3.56337
O: 1.58666 0.47691 -1.09691
O: -0.65647 1.25988 -4.90683
O: -0.51786 2.28506 -0.64170
O: -0.82990 -0.01388 -2.09786
N: 0.09461 -2.97251 2.13740
N: 1.06573 -3.02276 0.02373
N: -0.32235 -1.23661 0.60802
C: -0.64392 2.93643 -2.97907
C: 0.53568 3.35053 -0.85400
C: 1.93270 2.58793 -2.96630
C: -0.68919 1.80074 -3.93454
C: -1.67033 4.26550 -1.13765
C: -1.12569 -0.92956 2.88785
C: 0.28941 -2.46931 0.95205
C: -0.26970 4.60715 -0.56068
C: 0.79219 3.32950 -2.40313
C: 1.81928 -4.28601 0.26353
C: 0.68019 -4.30775 2.46900
C: -1.49418 2.85199 -1.67101
C: -0.78283 -2.37948 3.17107
C: -1.49465 -0.78769 1.41770
C: 2.00585 -4.47701 1.75360
H: -0.04725 -5.07278 2.19021
H: -0.28847 -0.27308 3.13269
H: -2.37733 2.21899 -1.70301
H: 2.39447 -5.47674 1.94346
H: -2.00242 4.95093 -1.91854
H: 1.25739 -5.10676 -0.18354
H: 1.39041 3.15187 -0.21154
H: 1.04870 4.34977 -2.73419
H: -0.30615 4.77032 0.51540
H: 2.73609 -3.76777 2.14771
H: -2.38555 -1.34925 1.13038
H: -1.69152 0.29405 1.19567
H: -1.97089 -0.63433 3.51043
H: -1.02365 3.75359 -3.61058
H: 0.80295 -4.33167 3.54943
H: 0.81395 -2.84625 -0.93892
H: -2.43712 4.27103 -0.36481
H: 2.77356 -4.19715 -0.25136
H: 0.18549 5.49477 -1.00112
H: -0.26711 -2.46111 4.12663
H: -1.67876 -3.00164 3.22422

Output
Orbital gap, eV: 6.3
Lowest unoccupied orbital energy, eV: -15.01
Total charge: +4
E_tot, eV: -32383.0974
HOMO level, eV: -21.28
Energy above the lowest of the compared OMol25 structures with the same formula, charge and spin, kcal per mole: 0.0
Spin multiplicity: 1
Strongest force on any atom, eV/Å: 1.425